No. 1
Formula: C38H30N4O5SiTi
Source: the Open Molecules 2025 dataset
Level of theory: ωB97M-V/def2-TZVPD

Results
E_HOMO (alpha / beta) in eV: -0.2 / -0.9
Kohn-Sham gap (alpha / beta) in eV: 4.520 / 5.287
DFT total energy in a.u.: -3200.187210
2S+1: 3
Charge: -2
⟨S²⟩: 2.05

Structure (XYZ):
```
79
Properties=species:S:1:pos:R:3:mulliken_spin:R:1
Ti 0.779 -0.947 0.005 0.87
O -1.318 -3.053 3.213 0.01
C -0.368 -2.970 4.173 0.04
C -0.515 -3.825 5.304 -0.01
C 0.287 -3.658 6.425 0.03
C 1.161 -2.535 6.394 -0.02
C 1.288 -1.633 5.352 0.03
C 0.646 -1.982 4.102 -0.01
C 0.866 -1.281 2.817 0.08
O 0.147 -1.683 1.750 0.01
N 1.848 -0.399 2.692 0.01
N 1.945 -0.095 1.398 0.12
C 3.017 0.418 0.848 0.36
C 3.898 -0.265 0.004 -0.04
C 5.146 0.245 -0.392 0.19
C 6.034 -0.488 -1.224 -0.12
C 5.630 -1.763 -1.644 0.18
C 4.363 -2.240 -1.321 -0.07
C 3.517 -1.582 -0.465 0.14
O 2.370 -2.159 -0.085 0.02
H -1.000 -2.383 2.513 0.00
H -1.222 -4.676 5.266 0.00
H 0.229 -4.347 7.265 0.00
H 1.636 -2.253 7.299 0.00
H 1.902 -0.730 5.428 0.00
H 3.273 1.468 1.138 -0.01
H 5.435 1.189 0.043 0.01
H 7.013 -0.114 -1.473 0.00
H 6.316 -2.351 -2.272 0.02
H 3.996 -3.195 -1.681 0.00
O -0.076 -2.271 -1.235 -0.04
N -0.317 -2.048 -2.533 0.16
N 0.450 -1.036 -2.893 0.03
O 1.071 -0.231 -1.946 -0.01
C 0.502 -0.717 -4.247 -0.02
C -0.021 -1.595 -5.205 0.02
C -0.079 -1.224 -6.547 -0.01
C 0.358 0.041 -6.939 0.02
C 1.042 0.843 -6.017 -0.01
C 1.114 0.471 -4.676 0.02
H -0.339 -2.587 -4.871 0.00
H -0.165 -2.005 -7.241 0.00
H 0.216 0.357 -7.955 0.00
H 1.560 1.720 -6.443 0.00
H 1.633 1.107 -3.992 0.00
C -0.568 4.028 -3.112 0.00
C -0.026 4.169 -1.840 0.00
C -0.270 3.247 -0.865 0.00
C -1.020 2.078 -1.127 0.00
C -1.499 1.920 -2.450 -0.01
C -1.340 2.895 -3.390 0.00
Si -1.261 0.681 0.191 0.00
C -3.069 0.172 -0.041 0.01
C -3.547 -1.143 -0.046 0.00
C -4.935 -1.505 -0.138 0.00
C -5.853 -0.487 -0.330 0.00
C -5.411 0.823 -0.319 0.00
C -4.084 1.136 -0.327 0.00
C -1.347 1.650 1.822 0.00
C -2.348 1.432 2.753 0.00
C -2.290 2.005 4.028 0.00
C -1.195 2.715 4.450 0.00
C -0.201 2.968 3.546 0.00
C -0.240 2.367 2.306 0.00
H -0.520 4.888 -3.759 0.00
H 0.593 5.041 -1.599 0.00
H 0.041 3.428 0.138 0.00
H -1.969 0.955 -2.672 0.00
H -1.775 2.681 -4.388 0.00
H -2.773 -1.946 0.079 0.01
H -5.292 -2.563 -0.130 0.00
H -6.928 -0.664 -0.350 0.00
H -6.240 1.563 -0.282 0.00
H -3.685 2.127 -0.382 0.00
H -3.237 0.867 2.470 0.00
H -3.196 1.884 4.637 0.00
H -1.035 2.958 5.485 0.00
H 0.639 3.593 3.838 0.00
H 0.620 2.502 1.669 0.01
```



No. 2
Formula: C38H31AsBN10O4Ti
Source: the Open Molecules 2025 dataset
Level of theory: ωB97M-V/def2-TZVPD

Results
E_HOMO (alpha / beta) in eV: -14.0 / -14.1
Kohn-Sham gap (alpha / beta) in eV: 6.884 / 5.452
DFT total energy in a.u.: -5424.872377
2S+1: 2
Charge: +2
⟨S²⟩: 0.76

Structure (XYZ):
```
86
Properties=species:S:1:pos:R:3:mulliken_spin:R:1
Ti 1.200 0.798 0.785 0.15
C -1.430 -1.859 2.699 0.00
C -0.200 -1.522 2.178 0.00
N -0.309 -0.376 1.467 0.03
N -1.604 0.031 1.548 0.01
C -2.288 -0.844 2.282 0.02
B -1.995 1.488 1.154 -0.08
N -1.175 2.383 2.118 0.00
C -1.483 3.359 2.987 0.00
C -0.317 3.884 3.500 0.00
C 0.693 3.158 2.886 0.00
N 0.178 2.245 2.057 0.02
N -1.408 1.825 -0.266 -0.09
C -1.988 2.535 -1.235 0.01
C -1.007 3.014 -2.097 0.00
C 0.185 2.558 -1.567 -0.02
N -0.065 1.826 -0.462 0.19
N -3.480 1.646 1.122 0.00
C -4.344 2.628 1.522 0.00
C -5.604 2.250 1.162 0.00
C -5.428 1.002 0.523 0.00
N -4.158 0.643 0.492 0.00
H -1.673 -2.710 3.314 0.00
H 0.750 -2.017 2.292 0.00
H -3.342 -0.707 2.465 0.00
H -2.501 3.623 3.212 0.00
H -0.212 4.683 4.215 0.00
H 1.754 3.284 3.005 0.00
H -3.062 2.655 -1.263 0.00
H -1.148 3.622 -2.975 0.00
H 1.195 2.747 -1.890 0.00
H -4.017 3.532 2.005 0.00
H -6.524 2.783 1.336 0.00
H -6.179 0.361 0.084 0.00
O 2.762 1.997 1.054 0.00
C 3.089 1.387 2.141 -0.01
N 2.211 0.496 2.572 0.00
C 2.784 -0.215 3.669 0.00
O 2.276 -1.145 4.217 0.00
C 4.110 0.444 3.926 0.00
C 5.064 0.192 4.878 0.00
C 6.206 0.998 4.868 0.00
C 6.369 2.018 3.938 0.00
C 5.403 2.261 2.964 0.00
C 4.287 1.452 2.978 0.00
H 4.937 -0.597 5.608 0.00
H 6.982 0.826 5.604 0.00
H 7.262 2.629 3.968 0.00
H 5.516 3.056 2.237 0.00
O 2.271 -0.903 0.483 0.03
N 2.944 -0.409 -0.465 0.02
O 2.296 0.543 -0.993 0.02
C 1.953 -5.340 -1.616 0.04
C 1.160 -4.943 -0.543 -0.01
C 0.624 -3.668 -0.515 -0.03
C 0.849 -2.799 -1.584 0.04
C 1.698 -3.171 -2.626 0.06
C 2.228 -4.452 -2.647 -0.01
As 0.015 -1.061 -1.675 0.32
C -1.884 -1.335 -1.611 0.09
C -2.467 -2.319 -0.809 0.04
C -3.821 -2.577 -0.923 -0.02
C -4.597 -1.850 -1.821 0.06
C -4.028 -0.834 -2.580 -0.01
C -2.680 -0.553 -2.456 0.03
C 0.277 -0.593 -3.542 0.07
C -0.457 -1.321 -4.482 0.00
C -0.258 -1.085 -5.831 0.00
C 0.666 -0.134 -6.250 0.00
C 1.411 0.569 -5.315 0.00
C 1.218 0.342 -3.959 0.01
H 2.375 -6.337 -1.633 0.00
H 0.968 -5.623 0.276 0.00
H 0.042 -3.359 0.340 0.01
H 1.930 -2.482 -3.426 0.00
H 2.863 -4.753 -3.471 0.00
H -1.873 -2.908 -0.128 0.01
H -4.271 -3.356 -0.321 0.00
H -5.652 -2.074 -1.924 0.00
H -4.637 -0.258 -3.266 0.00
H -2.239 0.235 -3.052 -0.01
H -1.154 -2.084 -4.168 0.00
H -0.828 -1.649 -6.559 0.00
H 0.814 0.047 -7.307 0.00
H 2.152 1.290 -5.638 0.00
H 1.820 0.876 -3.241 -0.01
```



No. 3
Formula: C38H32AsBIrN8S3Se
Source: the Open Molecules 2025 dataset
Level of theory: ωB97M-V/def2-TZVPD

Results
E_HOMO (alpha / beta) in eV: -12.0 / -13.1
Kohn-Sham gap (alpha / beta) in eV: 6.509 / 5.003
DFT total energy in a.u.: -7865.778536
2S+1: 6
Charge: +2
⟨S²⟩: 8.79

Structure (XYZ):
```
85
Properties=species:S:1:pos:R:3:mulliken_spin:R:1
Ir -0.059 1.180 0.164 0.93
Se -5.596 4.970 -4.019 0.00
N -4.934 5.306 -2.407 0.00
C -4.020 4.400 -2.171 0.00
C -3.249 4.336 -0.936 0.01
C -3.420 5.236 0.118 0.00
C -2.650 5.092 1.251 0.00
C -1.730 4.046 1.310 0.00
N -1.565 3.187 0.319 0.15
C -2.298 3.326 -0.793 -0.05
C -2.074 2.360 -1.870 -0.01
N -1.120 1.403 -1.695 0.03
C -0.954 0.520 -2.627 0.88
C -1.634 0.423 -3.823 0.07
C -2.585 1.402 -4.028 0.05
C -2.810 2.382 -3.049 0.00
C -3.808 3.433 -3.211 0.00
N -4.549 3.561 -4.280 -0.01
H -4.150 6.029 0.024 0.00
H -2.748 5.773 2.085 0.00
H -1.109 3.900 2.187 0.00
H 1.481 1.245 -2.965 0.05
H -1.429 -0.364 -4.534 0.00
H -3.175 1.428 -4.936 0.01
S 1.527 2.540 -0.468 1.46
C 2.391 0.665 -3.057 0.10
C 3.322 1.027 -4.021 0.02
C 4.490 0.292 -4.163 0.00
C 4.721 -0.805 -3.346 0.01
C 3.790 -1.170 -2.384 0.00
C 2.620 -0.431 -2.230 -0.08
As 1.266 -0.976 -0.953 0.32
C 2.320 -2.026 0.279 0.02
C 2.048 -3.366 0.524 0.00
C 2.858 -4.087 1.394 0.00
C 3.936 -3.473 2.014 0.01
C 4.205 -2.130 1.775 0.00
C 3.395 -1.405 0.913 -0.03
C 0.226 -2.254 -1.971 0.03
C 0.604 -2.598 -3.267 0.05
C -0.181 -3.473 -4.005 -0.01
C -1.340 -4.005 -3.457 0.02
C -1.717 -3.663 -2.166 -0.01
C -0.941 -2.785 -1.423 0.03
H 3.135 1.881 -4.658 0.00
H 5.219 0.573 -4.912 0.00
H 5.628 -1.385 -3.461 0.00
H 3.980 -2.036 -1.763 0.00
H 1.218 -3.855 0.030 0.00
H 2.655 -5.135 1.569 0.00
H 4.579 -4.044 2.672 0.00
H 5.064 -1.658 2.236 0.00
H 3.629 -0.366 0.697 0.01
H 1.508 -2.193 -3.704 0.00
H 0.121 -3.746 -5.008 0.00
H -1.946 -4.690 -4.035 0.00
H -2.618 -4.079 -1.734 0.00
H -1.248 -2.516 -0.421 0.00
C 3.386 1.150 4.142 0.00
N 2.497 0.000 3.986 0.05
C 2.639 -1.181 4.622 0.13
C 1.638 -2.005 4.160 0.09
N 0.910 -1.331 3.246 0.06
B -0.399 -1.935 2.586 0.02
N -1.585 -1.043 3.049 0.01
C -2.123 -1.014 4.318 0.01
C -3.183 -0.176 4.307 0.00
N -3.286 0.317 3.024 0.00
C -4.320 1.225 2.546 -0.01
C -2.311 -0.230 2.274 0.01
S -2.144 0.023 0.572 0.07
C 1.442 -0.097 3.119 -0.07
S 1.050 1.264 2.175 0.57
H 4.096 0.920 4.930 0.00
H 2.811 2.031 4.417 0.00
H 3.919 1.335 3.212 0.00
H 3.420 -1.359 5.341 0.00
H 1.397 -3.018 4.431 0.00
H -0.296 -1.894 1.401 0.00
H -0.516 -3.039 3.038 0.00
H -1.718 -1.609 5.118 0.00
H -3.872 0.106 5.083 0.00
H -4.784 1.699 3.406 0.00
H -5.073 0.678 1.981 0.00
H -3.871 1.981 1.906 0.00
```



No. 4
Formula: C38H32N3O2SbSe4TeTl
Source: the Open Molecules 2025 dataset
Level of theory: ωB97M-V/def2-TZVPD

Results
E_HOMO in eV: -4.2
Kohn-Sham gap in eV: 6.017
DFT total energy in a.u.: -12068.633137
Charge: -1

Structure (XYZ):
```
82
Properties=species:S:1:pos:R:3:mulliken_charge:R:1
Tl -0.409 -1.133 -1.822 1.20
C 1.943 -0.459 5.306 -1.60
C 1.126 -0.686 4.065 0.35
C 0.019 -1.503 4.081 -1.00
C -0.790 -1.675 2.956 0.66
C -2.026 -2.409 3.021 -0.18
O -2.982 -2.128 2.282 -0.88
C -2.202 -3.488 4.004 0.96
C -3.486 -3.687 4.505 -0.43
C -3.720 -4.665 5.447 -0.67
C -2.675 -5.464 5.882 -0.39
C -1.409 -5.315 5.336 -0.83
C -1.165 -4.330 4.398 -0.12
C -0.460 -1.038 1.720 -0.03
O -1.131 -1.250 0.661 -0.56
C 0.696 -0.189 1.731 -0.77
C 1.449 -0.031 2.871 -0.18
C 0.949 0.580 0.494 -0.94
N 0.122 1.432 0.015 1.04
C -1.109 1.743 0.679 -0.18
C -1.365 3.236 0.661 -1.31
Te -0.009 4.318 1.958 0.16
C 1.717 4.068 0.717 -0.51
C 1.737 4.540 -0.584 0.03
C 2.867 4.386 -1.367 -0.75
C 3.990 3.762 -0.852 -0.35
C 3.979 3.297 0.450 -0.62
C 2.849 3.453 1.231 0.00
C 2.180 0.301 -0.275 1.41
C 2.430 0.986 -1.469 0.35
C 3.565 0.722 -2.209 -1.14
C 4.473 -0.229 -1.776 -0.60
C 4.230 -0.927 -0.606 -1.06
C 3.091 -0.673 0.136 -0.56
H 1.475 -0.933 6.168 0.35
H 2.043 0.607 5.512 0.37
H 2.946 -0.871 5.190 0.32
H -0.274 -1.981 5.006 0.48
H -4.282 -3.056 4.142 0.49
H -4.716 -4.804 5.837 0.40
H -2.854 -6.225 6.628 0.38
H -0.609 -5.972 5.644 0.38
H -0.188 -4.229 3.948 0.52
H 2.296 0.644 2.849 0.50
H -1.153 1.367 1.711 0.40
H -1.907 1.243 0.115 -0.20
H -2.364 3.441 1.035 0.65
H -1.277 3.635 -0.345 0.28
H 0.866 5.035 -0.991 0.49
H 2.874 4.759 -2.382 0.36
H 4.873 3.639 -1.461 0.42
H 4.851 2.805 0.858 0.38
H 2.842 3.091 2.249 0.41
H 1.732 1.738 -1.793 0.32
H 3.746 1.261 -3.128 0.52
H 5.366 -0.430 -2.351 0.43
H 4.932 -1.679 -0.274 0.43
H 2.909 -1.237 1.039 0.53
N -2.423 -1.218 -3.942 -0.24
C -2.017 -0.393 -4.954 0.10
C -2.134 -0.731 -6.288 -0.77
C -1.669 0.121 -7.290 -0.64
C -1.098 1.329 -6.985 -0.94
C -0.948 1.711 -5.637 1.07
C -0.349 2.925 -5.241 -1.00
C -0.185 3.195 -3.910 -0.85
C -0.602 2.241 -2.972 0.44
N -1.178 1.111 -3.299 0.09
C -1.385 0.839 -4.605 0.32
H -2.859 -0.733 -3.163 0.16
H -2.958 -2.035 -4.212 0.10
H -2.615 -1.662 -6.547 0.38
H -1.784 -0.177 -8.322 0.38
H -0.753 1.995 -7.764 0.38
H -0.014 3.618 -5.999 0.40
H 0.285 4.107 -3.575 0.51
H -0.437 2.384 -1.915 0.05
Se -4.780 -2.615 -2.161 -0.64
Sb -3.152 -3.290 0.160 1.18
Se -4.636 -4.805 1.312 -0.58
Se -1.140 -4.299 -0.808 -0.64
Se -3.771 -1.013 -0.744 -0.33
```



No. 5
Formula: C38H32N4NiO
Source: the Open Molecules 2025 dataset
Level of theory: ωB97M-V/def2-TZVPD

Results
E_HOMO (alpha / beta) in eV: -6.3 / -6.4
Kohn-Sham gap (alpha / beta) in eV: 6.266 / 6.391
DFT total energy in a.u.: -3269.829880
2S+1: 3
Charge: 0
⟨S²⟩: 2.01

Structure (XYZ):
```
76
Properties=species:S:1:pos:R:3:mulliken_spin:R:1
Ni -0.218 -0.097 0.242 1.65
C 1.532 2.595 -2.743 0.01
C 1.801 1.686 -3.760 -0.01
C 1.485 0.351 -3.586 0.01
C 0.916 -0.084 -2.386 -0.02
C 0.643 0.822 -1.341 0.19
C 0.950 2.162 -1.557 -0.08
C 0.565 -1.494 -2.136 0.07
C 0.814 -2.552 -3.042 0.00
C 0.471 -3.830 -2.717 0.00
C -0.118 -4.108 -1.463 0.00
C -0.478 -5.401 -1.030 0.00
C -1.026 -5.591 0.208 0.00
C -1.249 -4.496 1.066 0.00
C -0.922 -3.230 0.669 0.00
C -0.342 -3.008 -0.601 0.00
N -0.014 -1.739 -0.967 0.02
H 1.765 3.644 -2.884 0.00
H 2.243 2.019 -4.691 0.00
H 1.672 -0.349 -4.393 0.00
H 0.720 2.896 -0.791 0.01
H 1.275 -2.342 -3.996 0.00
H 0.644 -4.640 -3.415 0.00
H -0.315 -6.242 -1.694 0.00
H -1.296 -6.587 0.535 0.00
H -1.683 -4.661 2.043 0.00
H -1.093 -2.372 1.309 0.01
C -4.170 3.354 -1.996 0.01
C -3.314 2.413 -2.548 0.00
C -2.598 1.547 -1.739 0.01
C -2.709 1.607 -0.343 0.00
C -3.589 2.557 0.200 0.00
C -4.306 3.414 -0.615 0.00
N -1.936 0.793 0.478 0.07
C -2.516 0.149 1.560 -0.02
C -1.707 -0.210 2.658 0.06
C -2.203 -0.971 3.704 -0.01
C -3.529 -1.377 3.711 0.03
C -4.350 -1.012 2.649 -0.01
C -3.863 -0.267 1.592 0.03
H -4.725 4.034 -2.631 0.00
H -3.207 2.346 -3.624 0.00
H -1.945 0.801 -2.168 -0.01
H -3.685 2.623 1.277 0.00
H -4.975 4.140 -0.168 0.00
H -0.679 0.143 2.677 -0.04
H -1.552 -1.236 4.530 0.00
H -3.920 -1.968 4.529 0.00
H -5.388 -1.325 2.641 0.00
H -4.505 -0.019 0.757 0.00
C 5.466 1.616 2.648 0.00
N 4.673 0.589 1.997 0.00
N 3.372 0.386 2.440 0.00
C 2.587 -0.030 1.372 0.01
O 1.406 -0.373 1.510 0.02
C 3.441 0.008 0.226 -0.01
C 4.667 0.420 0.639 0.00
C 5.884 0.705 -0.164 0.00
C 3.103 0.098 3.799 0.00
C 4.045 -0.576 4.572 0.00
C 3.775 -0.851 5.903 0.00
C 2.558 -0.484 6.458 0.00
C 1.614 0.165 5.675 0.00
C 1.885 0.472 4.352 0.00
H 5.333 1.556 3.724 0.00
H 5.184 2.619 2.314 0.00
H 6.515 1.444 2.419 0.00
H 3.131 -0.245 -0.773 -0.01
H 5.699 0.456 -1.206 0.00
H 6.730 0.116 0.194 0.00
H 6.156 1.761 -0.108 0.00
H 4.974 -0.903 4.122 0.00
H 4.515 -1.366 6.501 0.00
H 2.347 -0.706 7.495 0.00
H 0.658 0.441 6.102 0.00
H 1.163 1.003 3.749 0.00
```



No. 6
Formula: C38H32N6O12S2V
Source: the Open Molecules 2025 dataset
Level of theory: ωB97M-V/def2-TZVPD

Results
E_HOMO (alpha / beta) in eV: -0.1 / -3.2
Kohn-Sham gap (alpha / beta) in eV: 4.096 / 7.146
DFT total energy in a.u.: -4439.133940
2S+1: 4
Charge: -2
⟨S²⟩: 3.78

Structure (XYZ):
```
91
Properties=species:S:1:pos:R:3:mulliken_spin:R:1
V 0.577 0.012 -0.147 1.88
O 0.305 0.307 3.987 0.01
C 0.020 0.541 2.813 -0.01
O 0.870 0.403 1.849 0.00
C -1.346 1.085 2.479 -0.03
C -2.163 1.509 3.525 0.09
C -3.400 2.043 3.224 -0.03
C -3.842 2.231 1.914 0.26
C -3.020 1.854 0.852 -0.09
C -1.790 1.178 1.148 0.10
O -1.096 0.600 0.215 -0.01
N -3.413 2.152 -0.452 0.23
O -4.629 2.477 -0.656 0.24
O -2.528 2.261 -1.375 0.21
N -4.265 2.459 4.317 0.00
O -5.367 2.921 4.048 0.00
O -3.866 2.332 5.470 0.01
H -1.823 1.396 4.542 0.01
H -4.792 2.687 1.693 0.04
C 5.054 -2.585 5.652 0.00
C 4.677 -2.339 4.216 0.00
C 5.503 -2.756 3.177 0.00
C 5.160 -2.514 1.853 0.00
C 3.970 -1.861 1.564 0.00
C 3.134 -1.432 2.585 0.00
C 3.495 -1.673 3.901 0.00
S 3.529 -1.587 -0.145 0.02
O 4.778 -1.417 -0.843 0.00
O 2.694 -2.695 -0.529 0.00
N 2.626 -0.253 -0.115 -0.01
C 3.278 0.962 0.092 0.01
C 4.589 1.163 0.473 0.01
C 5.105 2.463 0.652 -0.01
C 4.347 3.580 0.454 0.01
C 2.996 3.425 0.066 -0.01
C 2.118 4.508 -0.178 0.02
C 0.826 4.281 -0.549 0.00
C 0.366 2.953 -0.667 0.02
N 1.173 1.938 -0.447 -0.08
C 2.474 2.133 -0.100 0.00
H 6.033 -3.061 5.727 0.00
H 4.326 -3.232 6.146 0.00
H 5.086 -1.650 6.214 0.00
H 6.433 -3.267 3.405 0.00
H 5.811 -2.817 1.044 0.00
H 2.228 -0.876 2.369 0.01
H 2.842 -1.311 4.688 0.00
H 5.249 0.323 0.621 0.00
H 6.141 2.563 0.954 0.00
H 4.755 4.574 0.593 0.00
H 2.490 5.520 -0.055 0.00
H 0.133 5.090 -0.733 0.01
H -0.668 2.713 -0.928 0.00
C 0.890 4.296 -7.024 0.00
C 0.863 3.088 -6.126 0.00
C 1.077 3.213 -4.756 0.00
C 1.085 2.101 -3.931 0.00
C 0.863 0.844 -4.465 0.00
C 0.646 0.699 -5.827 0.00
C 0.646 1.818 -6.647 0.00
S 0.981 -0.612 -3.427 0.02
O 0.543 -1.707 -4.266 0.00
O 2.349 -0.587 -2.987 0.00
N 0.019 -0.439 -2.152 0.02
C -1.373 -0.598 -2.404 0.03
C -2.018 0.020 -3.483 0.02
C -3.389 -0.054 -3.572 -0.02
C -4.104 -0.738 -2.596 0.00
C -3.379 -1.338 -1.589 -0.01
N -2.051 -1.288 -1.499 0.00
H 0.679 5.207 -6.464 0.00
H 0.155 4.211 -7.825 0.00
H 1.872 4.414 -7.490 0.00
H 1.235 4.196 -4.325 0.00
H 1.255 2.209 -2.871 0.01
H 0.463 -0.291 -6.223 0.00
H 0.465 1.700 -7.711 0.00
H -1.469 0.603 -4.204 0.00
H -3.903 0.458 -4.377 0.00
H -5.185 -0.776 -2.598 0.01
H -3.884 -1.883 -0.796 0.00
C 0.746 -4.108 1.545 0.00
C 0.287 -3.199 0.440 0.01
C -0.047 -3.821 -0.880 0.01
O 0.192 -2.005 0.661 -0.02
H 0.071 -4.961 1.645 0.00
H 0.822 -3.559 2.480 0.00
H 1.730 -4.490 1.261 0.00
H 0.155 -4.892 -0.882 0.00
H 0.529 -3.331 -1.664 0.00
H -1.097 -3.623 -1.085 0.00
```